1.
C37H27N7O6STeTi | the ωB97M-V functional and the def2-TZVPD basis

Summary:
Net charge: +1
HOMO level (spin up / spin down), eV: -9.904 / -9.896
Spin multiplicity: 2
Frontier orbital gap (spin up / spin down), eV: 6.429 / 6.418
<S²>: 0.75

```
80
C37H27N7O6STeTi (the ωB97M-V functional and the def2-TZVPD basis)
Ti -0.39 -0.33 -0.58
C -1.51 -3.67 2.14
C -0.92 -2.93 1.11
N -1.07 -1.63 0.98
C -1.83 -0.94 1.88
C -2.43 -1.59 2.97
C -2.27 -2.99 3.07
C -3.14 -0.84 3.93
C -3.18 0.51 3.81
C -2.57 1.18 2.72
C -1.94 0.49 1.71
N -1.33 1.02 0.56
C -1.59 2.23 -0.08
C -2.35 3.28 0.38
C -2.54 4.46 -0.38
C -1.98 4.62 -1.61
C -1.21 3.56 -2.15
C -0.65 3.62 -3.44
C 0.06 2.56 -3.94
C 0.21 1.42 -3.13
N -0.30 1.35 -1.92
C -1.02 2.38 -1.40
H -1.36 -4.73 2.20
H -0.30 -3.42 0.36
H -2.73 -3.52 3.89
H -3.62 -1.35 4.76
H -3.68 1.11 4.56
H -2.61 2.25 2.73
H -2.86 3.23 1.32
H -3.15 5.25 0.04
H -2.13 5.52 -2.19
H -0.79 4.51 -4.04
H 0.49 2.57 -4.93
H 0.75 0.55 -3.48
S 2.13 -1.08 -0.71
C 2.69 0.46 -0.32
N 4.02 0.74 -0.33
C 4.52 1.97 -0.06
C 3.66 2.98 0.20
C 2.29 2.65 0.23
N 1.83 1.44 0.02
H 4.65 -0.02 -0.56
H 5.60 2.06 -0.09
H 4.01 3.98 0.40
H 1.55 3.41 0.47
O -0.48 -1.78 -2.06
C -1.74 -1.58 -2.24
O -2.32 -0.72 -1.55
C -2.46 -2.37 -3.27
C -1.84 -3.44 -3.90
C -2.55 -4.14 -4.86
C -3.84 -3.81 -5.21
C -4.43 -2.75 -4.56
C -3.77 -2.02 -3.59
N -5.81 -2.37 -4.92
O -6.31 -1.45 -4.30
O -6.34 -2.99 -5.81
N -1.90 -5.28 -5.53
O -2.48 -5.78 -6.46
O -0.82 -5.64 -5.09
H -0.82 -3.71 -3.66
H -4.38 -4.37 -5.97
H -4.26 -1.19 -3.09
C 3.27 -1.18 2.91
Te 1.41 -0.15 3.08
C 2.54 1.48 3.85
C 3.97 0.99 3.99
C 4.93 1.79 4.59
C 6.25 1.38 4.65
C 6.62 0.16 4.11
C 5.66 -0.65 3.53
C 4.33 -0.25 3.48
H 3.47 -1.44 1.87
H 3.22 -2.10 3.48
H 2.13 1.83 4.80
H 2.50 2.31 3.14
H 4.65 2.75 5.02
H 6.99 2.00 5.13
H 7.65 -0.17 4.14
H 5.94 -1.62 3.12
```


2.
C3H9NO3 | the ωB97M-V functional and the def2-TZVPD basis

Summary:
Energy above the lowest of the compared OMol25 structures with the same formula, charge and spin, kcal per mole: 44.6
HOMO level, eV: -9.539
SMILES: N[C@H](C=O)CO.O
Frontier orbital gap, eV: 10.118

```
16
C3H9NO3 (the ωB97M-V functional and the def2-TZVPD basis)
N -0.44 0.33 1.39
C 0.72 -0.39 0.84
C 1.76 0.71 0.58
O 2.12 1.02 -0.52
C 0.45 -1.16 -0.46
O -0.25 -2.37 -0.13
H -1.17 -0.31 1.66
H -0.89 0.84 0.63
H 1.07 -1.06 1.62
H 2.24 1.15 1.47
H -0.23 -0.57 -1.08
H 1.38 -1.50 -0.90
H -1.14 -2.14 0.21
O -1.98 1.57 -1.49
H -1.10 1.82 -1.73
H -2.55 2.07 -2.10
```


3.
C8H10 | the ωB97M-V functional and the def2-TZVPD basis

Summary:
Energy above the lowest of the compared OMol25 structures with the same formula, charge and spin, kcal per mole: 77.5
HOMO level, eV: -8.674
SMILES: C=C1C=CC[C@@H]2C[C@@H]12
Frontier orbital gap, eV: 9.787

```
18
C8H10 (the ωB97M-V functional and the def2-TZVPD basis)
C -0.46 -1.40 2.07
C -0.09 -0.79 0.96
C 0.27 -1.61 -0.26
C 0.57 -1.02 -1.42
C 0.47 0.51 -1.69
C -0.40 0.99 -0.60
C -0.48 2.04 0.52
C 0.16 0.68 0.74
H -0.76 -0.87 2.96
H -0.49 -2.53 2.12
H 0.26 -2.73 -0.15
H 0.85 -1.68 -2.24
H 0.09 0.71 -2.72
H 1.49 0.96 -1.72
H -1.43 0.67 -0.80
H 0.24 2.87 0.59
H -1.49 2.35 0.79
H 1.21 0.82 0.85
```